Record 1
Here is C30H23ClN6O3PtS as an isolated structure in a non-equilibrium geometry from the Open Molecules 2025 dataset. Energies are from wB97M-V/def2-TZVPD.

Results
LUMO energy (alpha / beta)   -0.11 / -3.05 eV
Relative energy (zero: lowest compared OMol25 entry of this formula, charge and spin)   5.3 kcal/mol
⟨S²⟩   6.072
Orbital gap (alpha / beta)   5.2 / 5.0 eV
2S+1   5
Charge   0

XYZ file:
```
65
Properties=species:S:1:pos:R:3:forces:R:3
Pt 0.088 0.240 0.896 0.312 1.038 -0.343
Cl -3.601 -1.074 -1.250 -0.093 0.022 -0.023
S -1.471 -2.359 2.228 0.051 -0.103 0.011
O 2.467 2.258 -1.521 -0.223 0.119 0.345
O 2.086 -0.021 1.779 -0.047 -0.358 0.127
O 0.195 2.646 2.519 0.048 0.064 -0.129
N 1.198 2.154 0.445 -0.200 -0.138 0.085
N 1.439 -3.481 -0.413 -0.034 -0.094 0.032
N 0.603 -1.460 -0.391 -0.111 -0.030 0.202
N -4.061 -2.459 2.407 -0.201 -0.006 0.125
N -3.099 -3.822 0.719 0.108 -0.027 -0.049
N -0.944 0.861 3.444 0.008 0.001 -0.071
C 1.676 -2.186 -0.095 0.000 0.116 -0.208
C -4.403 -5.094 -0.881 0.016 0.057 -0.006
C 2.234 4.151 0.018 -0.083 -0.121 -0.108
C 0.165 -3.586 -0.906 -0.004 0.062 -0.024
C -1.645 0.832 -1.460 -0.097 0.092 0.197
C 3.077 -0.531 1.203 -0.014 0.034 0.076
C 2.934 6.424 0.191 0.031 -0.024 -0.064
C 2.976 -1.689 0.337 -0.066 -0.001 -0.120
C 1.584 5.474 1.978 0.027 0.019 0.003
C 4.376 0.018 1.466 0.151 0.043 0.081
C 0.955 3.008 1.449 -0.088 0.058 0.057
C -0.322 1.371 2.475 -0.321 -0.506 0.075
C -0.337 -2.320 -0.898 -0.009 0.013 -0.151
C -0.798 1.519 -3.639 0.025 0.006 0.004
C 2.018 2.786 -0.494 0.290 -0.109 -0.250
C 2.917 5.236 -0.518 0.044 0.035 -0.023
C 5.496 -0.581 0.978 0.082 -0.158 -0.123
C -3.043 -2.966 1.734 -0.033 0.159 -0.158
C 2.276 6.535 1.434 -0.058 -0.118 0.051
C 1.556 4.267 1.255 -0.013 0.013 0.073
C -1.620 0.597 -4.276 0.052 0.028 0.006
C 4.141 -2.296 -0.100 -0.027 0.093 0.074
C -4.316 -4.188 0.312 0.134 -0.125 -0.070
C -0.822 1.630 -2.260 0.098 0.059 -0.026
C -5.269 -2.853 2.008 -0.031 0.134 0.159
C -2.473 -0.063 -2.137 -0.075 0.016 -0.035
C -1.639 0.988 0.031 0.148 -0.549 0.010
C -2.467 -0.194 -3.518 -0.007 -0.031 -0.010
C 5.388 -1.761 0.213 -0.002 0.048 0.052
C -5.458 -3.717 0.949 -0.028 0.017 -0.010
H 1.075 5.565 2.933 0.044 -0.002 -0.104
H -0.285 -4.525 -1.185 0.088 0.082 0.026
H 2.314 7.474 1.972 -0.003 -0.002 -0.025
H -1.303 -1.979 -1.236 0.204 -0.107 0.200
H 6.284 -2.242 -0.162 -0.081 0.047 0.015
H -2.463 0.454 0.491 -0.146 0.052 0.073
H -1.015 1.450 4.272 0.060 0.209 -0.065
H 4.424 0.917 2.069 -0.094 -0.066 -0.057
H 3.414 5.144 -1.478 -0.001 0.001 0.046
H -0.129 2.151 -4.212 -0.057 -0.058 0.051
H -6.446 -4.011 0.622 0.024 0.010 0.030
H 3.455 7.283 -0.216 -0.024 -0.031 0.049
H 4.080 -3.170 -0.736 0.052 0.019 -0.046
H -4.659 -4.501 -1.764 0.015 -0.043 0.040
H -3.444 -5.576 -1.060 -0.030 0.005 0.032
H -3.127 -0.910 -3.989 -0.012 0.015 0.025
H -1.691 2.034 0.318 -0.010 0.143 -0.100
H -1.608 0.495 -5.355 -0.007 0.009 0.071
H 6.468 -0.149 1.170 0.023 -0.046 0.005
H -0.176 2.348 -1.773 0.033 -0.039 0.002
H -6.108 -2.450 2.570 0.050 -0.031 -0.085
H 2.057 -4.246 -0.214 0.084 -0.062 -0.027
H -5.178 -5.852 -0.750 0.031 0.043 -0.002
```
Forces are in eV/Å.


Record 2
Here is a 3-piece molecular cluster, C26H36NO11PSSi overall in a non-equilibrium geometry from the Open Molecules 2025 dataset. Energies are from wB97M-V/def2-TZVPD.

Results
LUMO energy   -2.06 eV
Orbital gap   6.4 eV
2S+1   1
Charge   0

XYZ file:
```
77
Properties=species:S:1:pos:R:3:forces:R:3
S 0.251 1.531 -1.908 0.267 5.261 -1.305
P 1.461 -3.349 -2.807 1.721 0.060 -0.687
Si 3.764 -1.005 -2.307 2.107 -0.150 -0.834
O -7.335 -1.230 -0.608 -0.133 0.575 0.364
O 0.858 -3.876 -4.360 -1.496 -0.730 2.972
O 2.947 1.394 0.714 -0.723 -8.799 -0.770
O 4.056 6.799 4.496 -0.337 -0.772 0.002
O 3.041 -2.894 2.384 -0.028 9.113 -0.249
O 0.319 3.061 -2.290 -0.017 -5.977 1.059
O 1.800 0.917 -2.266 -1.972 -1.280 -0.036
O -0.894 0.883 -2.993 1.055 -0.633 1.411
O 2.083 1.873 4.176 0.208 0.855 0.132
O 3.811 -0.697 1.522 -4.667 -0.495 0.309
O -8.297 3.231 2.120 0.166 -0.770 -0.458
N -4.404 -1.411 -1.430 0.025 -0.008 1.416
C -8.093 1.001 -0.645 -0.142 0.409 0.016
C 2.858 0.063 0.649 0.784 6.132 0.930
C 0.863 -1.497 -2.694 -1.773 0.223 0.535
C 1.811 -0.925 3.438 -0.296 -0.329 -0.292
C 2.537 3.006 4.250 -0.161 -0.463 -0.099
C -1.578 -0.241 -2.338 -1.818 -1.450 0.949
C 3.963 4.766 3.308 -0.076 -0.390 -0.131
C -0.653 -1.568 -2.078 -0.805 -0.003 -0.934
C -7.540 1.001 2.157 0.173 -0.477 -0.003
C -2.328 0.171 -0.910 -0.871 -0.704 -0.415
C 1.906 -0.530 -1.881 -0.062 -0.598 0.791
C 2.177 3.905 5.364 0.015 0.396 0.231
C 2.946 -1.537 2.416 -0.143 -7.160 0.378
C 3.995 -1.392 -4.219 -0.747 0.278 -0.688
C -7.297 -0.120 1.471 0.015 0.249 0.374
C 2.672 5.144 5.443 -0.306 -0.374 0.208
C 0.732 -4.383 -1.359 -1.269 -0.658 0.517
C -3.366 -1.035 -0.395 0.197 1.516 0.892
C -7.556 -0.203 0.020 0.066 -0.590 -0.351
C 4.993 0.488 -1.966 0.555 0.982 -0.726
C -8.336 2.122 0.042 0.007 -0.245 -0.426
C 1.764 -0.760 -0.254 -0.817 -0.422 0.502
C 4.427 -2.458 -1.178 -0.006 -1.613 0.470
C 3.602 5.666 4.422 0.424 0.892 -0.068
C 3.467 3.528 3.229 0.300 0.245 -0.212
C -8.077 2.205 1.493 -0.201 0.887 0.520
H 0.857 -5.550 -1.556 -0.060 2.594 0.217
H -0.721 -1.823 -0.938 0.523 0.444 -2.129
H -1.197 -2.468 -2.643 1.121 1.928 1.249
H 4.488 1.374 -1.393 1.227 -1.712 -0.842
H 0.811 -1.124 -3.806 0.155 -0.736 2.109
H 2.258 -0.200 4.259 -0.973 -1.510 -2.216
H -2.471 -0.558 -3.064 2.176 0.916 1.414
H 1.801 -1.942 -0.096 0.328 2.730 -0.073
H -6.902 -1.012 1.942 -0.017 -0.006 -0.030
H -5.216 -1.804 -0.865 1.205 0.813 -1.478
H 0.691 -0.441 0.157 2.392 -0.397 -0.894
H -2.999 1.123 -1.135 1.596 -1.791 0.707
H -1.576 0.326 -0.020 -1.412 0.009 -1.877
H 3.663 -2.486 -4.470 0.913 2.077 0.331
H -8.277 0.925 -1.710 0.011 -0.034 0.034
H 3.263 -0.670 -4.794 1.397 -1.321 0.934
H 4.645 5.164 2.567 -0.029 0.007 0.042
H -2.752 -1.954 0.029 -1.330 1.674 -1.216
H 2.417 5.817 6.253 0.026 0.009 -0.033
H -4.732 -0.577 -1.974 0.353 -1.006 1.047
H 1.494 3.508 6.105 0.015 -0.009 -0.032
H 0.968 -0.405 2.777 2.037 -0.683 1.494
H 5.081 -1.124 -4.582 -2.122 -0.753 0.776
H -7.355 1.077 3.222 -0.020 0.034 -0.038
H 3.514 -3.110 -0.773 2.212 1.356 -0.605
H 5.977 0.078 -1.458 -2.098 0.971 -0.747
H -3.937 -0.575 0.545 1.446 -0.818 -1.662
H 1.344 -4.135 -0.379 -1.154 -0.402 -2.079
H 5.089 -2.077 -0.290 -1.461 -0.714 -1.596
H -8.730 3.013 -0.430 0.015 -0.006 0.046
H 5.097 -3.232 -1.792 -1.495 1.792 1.106
H 5.344 0.937 -3.015 -0.837 -0.953 2.192
H 0.146 -4.552 -4.141 1.005 1.151 -0.794
H 3.722 2.855 2.419 -0.070 -0.036 0.003
H 1.253 -1.829 3.982 1.676 1.793 -1.446
H -0.406 -4.193 -1.159 2.029 -0.393 -0.211
```
Forces are in eV/Å.